(1)
ORCA calculation (wB97M-V/def2-TZVPD) on a cluster of 2 separate species, C10H23BBrN4O4 in total.

Computed properties:
HOMO: -0.44681 hartree
total charge: +1
E_LUMO: -3.310 eV
gap between HOMO and LUMO: 8.848 eV

Positions of all 43 atoms, in Å:
C: -3.12 1.48 0.16
N: -1.85 1.78 0.80
N: -1.72 2.90 1.58
C: -0.47 2.92 2.07
C: 0.09 3.96 2.98
C: 1.59 4.17 2.68
C: 2.47 3.20 3.44
C: 3.82 3.04 2.78
O: 4.62 2.04 3.40
N: 0.21 1.88 1.63
C: -0.63 1.18 0.85
N: -0.27 0.05 0.23
Br: 1.44 -0.58 0.61
C: -1.09 -0.77 -0.67
B: -0.24 -1.68 -1.72
O: 0.60 -1.13 -2.62
O: -0.45 -3.04 -1.73
H: -3.37 0.44 0.33
H: -3.08 1.65 -0.91
H: -3.90 2.10 0.58
H: -2.46 3.57 1.72
H: -0.47 4.88 2.87
H: 0.00 3.57 3.99
H: 1.84 5.19 2.98
H: 1.75 4.11 1.61
H: 2.01 2.21 3.46
H: 2.59 3.52 4.47
H: 4.38 3.98 2.79
H: 3.67 2.74 1.74
H: 4.11 1.62 4.09
H: -1.67 -1.47 -0.07
H: -1.75 -0.16 -1.27
H: 0.75 -0.20 -2.41
H: -1.11 -3.21 -2.42
C: -0.24 -6.59 -3.97
C: -1.45 -6.37 -4.85
O: -2.04 -5.09 -4.60
H: -0.52 -6.52 -2.92
H: 0.20 -7.57 -4.15
H: 0.52 -5.83 -4.16
H: -2.22 -7.11 -4.64
H: -1.18 -6.44 -5.91
H: -1.37 -4.43 -4.81

These are the Löwdin partial charges, in e, on atoms 1 to 5: 0.026 -0.021 0.172 -0.254 -0.086

=====

(2)
ORCA calculation (wB97M-V/def2-TZVPD) on a structure of composition C10H23BeN9O6.

Computed properties:
HOMO (spin up / spin down): -0.24578 / -0.24619 hartree
E_LUMO (spin up / spin down): -0.025 / -0.025 eV
gap between HOMO and LUMO (spin up / spin down): 6.663 / 6.674 eV

Positions of all 49 atoms, in Å:
O: 2.55 -0.15 -1.63
H: 3.18 -0.77 -2.03
Be: 0.51 -1.10 1.19
N: -0.62 -0.55 -1.85
N: 0.87 1.63 -2.30
N: 0.31 -1.74 2.73
N: 1.31 0.32 1.86
O: -1.28 -1.58 -1.64
O: -0.68 -2.61 3.20
O: 1.81 1.32 1.20
O: 0.51 2.00 -1.01
C: -0.11 1.31 -3.18
C: -0.87 0.12 -3.03
C: 0.85 -1.00 3.69
C: 1.45 0.21 3.20
C: -1.83 -0.42 -4.04
H: -1.32 -0.70 -4.97
H: -2.62 0.30 -4.27
H: -2.31 -1.31 -3.62
C: -0.29 2.25 -4.32
H: 0.39 2.03 -5.15
H: -0.11 3.28 -4.00
H: -1.32 2.18 -4.69
C: 0.61 -1.41 5.09
C: 2.08 1.25 4.05
H: 0.94 -2.44 5.27
H: -0.47 -1.38 5.31
H: 1.11 -0.74 5.80
H: 2.36 2.12 3.44
H: 2.97 0.86 4.57
H: 1.40 1.57 4.85
H: -1.15 -2.88 2.37
H: 1.17 1.63 -0.33
C: 2.29 1.75 -2.60
H: 2.88 1.80 -1.69
H: 2.38 2.71 -3.13
H: 2.61 0.99 -3.31
O: 1.28 -1.66 0.07
H: 1.96 -0.75 -1.05
H: 1.64 -2.56 0.15
N: -4.39 -1.64 0.42
N: -3.18 -0.98 0.54
N: -3.06 0.35 0.33
C: -1.75 0.52 0.57
N: -1.14 -0.62 0.87
N: -2.08 -1.60 0.89
H: -4.43 -2.43 1.06
H: -5.14 -0.98 0.56
H: -1.25 1.48 0.54

These are the Löwdin partial charges, in e, on atoms 1 to 5: -0.147 0.064 -0.007 -0.019 -0.220

=====

(3)
ORCA calculation (wB97M-V/def2-TZVPD) on a structure of composition C10H23BrN5Pt.

Computed properties:
2S+1: 3
HOMO (spin up / spin down): -0.68326 / -0.68809 hartree
ΔE to the lowest compared entry with this formula, charge and spin: 60.2 kJ/mol
total charge: +3
E_LUMO (spin up / spin down): -9.311 / -11.963 eV
gap between HOMO and LUMO (spin up / spin down): 9.281 / 6.761 eV

Positions of all 40 atoms, in Å:
Pt: 0.60 0.42 0.59
C: -3.17 -3.97 0.12
C: -2.93 -2.52 0.37
C: -3.95 -1.64 0.72
C: -3.68 -0.29 0.93
C: -2.38 0.10 0.80
Br: -1.88 1.92 1.03
N: -1.35 -0.69 0.50
C: -1.65 -1.99 0.28
H: -4.23 -4.21 0.17
H: -2.65 -4.59 0.86
H: -2.80 -4.26 -0.87
H: -4.97 -2.00 0.82
H: -4.46 0.41 1.19
H: -0.83 -2.64 -0.01
N: 2.99 0.39 0.66
C: 3.52 -0.97 0.45
C: 2.74 -1.88 1.37
N: 1.30 -1.70 1.07
H: 3.47 1.05 0.05
H: 3.22 0.67 1.62
H: 4.59 -1.02 0.66
H: 3.37 -1.24 -0.59
H: 2.91 -1.62 2.42
H: 3.03 -2.92 1.24
H: 0.73 -2.03 1.85
H: 1.06 -2.27 0.26
N: -0.47 2.51 -2.59
C: 0.27 3.63 -1.88
C: 1.49 3.18 -1.09
N: 1.20 2.57 0.25
H: -1.31 2.88 -3.04
H: 0.10 2.09 -3.32
H: -0.76 1.77 -1.94
H: -0.47 4.15 -1.26
H: 0.59 4.31 -2.66
H: 2.07 4.09 -0.93
H: 2.12 2.50 -1.66
H: 0.53 3.16 0.74
H: 2.04 2.66 0.80

These are the Löwdin partial charges, in e, on atoms 1 to 5: 1.020 -0.004 -0.201 0.059 -0.037

=====

(4)
ORCA calculation (wB97M-V/def2-TZVPD) on a structure of composition C10H23ClIMoO2P2.

Computed properties:
2S+1: 3
HOMO (spin up / spin down): -0.72425 / -0.72753 hartree
ΔE to the lowest compared entry with this formula, charge and spin: 50.6 kJ/mol
total charge: +3
E_LUMO (spin up / spin down): -14.502 / -13.588 eV
gap between HOMO and LUMO (spin up / spin down): 5.206 / 6.209 eV

Positions of all 40 atoms, in Å:
C: 3.94 -0.04 -4.34
C: 2.64 -0.49 -3.65
H: 4.18 -0.49 -5.31
H: 4.78 -0.27 -3.69
H: 3.89 1.04 -4.52
O: 1.88 -1.30 -4.12
I: 1.84 0.26 -1.56
Mo: -0.44 0.11 0.58
P: -1.73 1.82 -0.44
C: -3.48 1.55 -0.85
C: -1.65 3.43 0.41
H: -2.05 4.19 -0.27
H: -1.33 2.99 -2.54
H: -0.60 3.68 0.65
H: 0.16 2.17 -1.95
H: -4.08 1.39 0.06
H: -2.22 3.41 1.35
C: -0.93 2.09 -2.07
H: -3.85 2.42 -1.40
H: -1.10 1.20 -2.67
H: -3.58 0.64 -1.47
P: 0.71 -1.74 1.72
C: -0.21 -3.26 2.10
C: 2.10 -2.27 0.66
H: 2.02 -0.25 3.10
H: 2.13 -1.98 3.62
H: 0.66 -0.98 4.02
C: 1.45 -1.18 3.29
H: 2.66 -1.37 0.32
H: 2.77 -2.95 1.22
H: 0.52 -3.99 2.50
H: -0.63 -3.64 1.15
H: 1.67 -2.74 -0.24
H: -1.02 -3.07 2.81
C: -2.01 -1.19 0.41
O: -2.76 -1.90 -0.16
Cl: -2.05 -0.64 3.39
C: -1.42 0.70 2.39
H: -2.21 1.48 2.43
H: -0.68 1.17 3.06

These are the Löwdin partial charges, in e, on atoms 1 to 5: 0.006 -0.492 0.133 0.107 0.107

=====

(5)
ORCA calculation (wB97M-V/def2-TZVPD) on a structure of composition C10H23F6MgN6O8S2.

Computed properties:
HOMO: -0.48801 hartree
ΔE to the lowest compared entry with this formula, charge and spin: 0.0 kJ/mol
total charge: +1
E_LUMO: -2.420 eV
gap between HOMO and LUMO: 10.859 eV

Positions of all 56 atoms, in Å:
Mg: -11.78 -3.89 -12.63
C: -12.33 -7.95 -13.43
F: -13.17 -8.94 -13.57
F: -12.05 -7.72 -12.15
F: -11.16 -8.27 -14.03
S: -12.99 -6.40 -14.29
O: -11.96 -6.00 -15.20
O: -14.27 -6.71 -14.82
N: -13.04 -5.29 -13.04
S: -14.34 -5.54 -12.10
O: -14.71 -6.91 -12.00
O: -14.16 -4.83 -10.86
C: -15.79 -4.65 -12.86
F: -16.01 -4.98 -14.12
F: -16.84 -4.95 -12.12
F: -15.56 -3.33 -12.80
C: -10.66 -5.44 -9.93
O: -11.17 -5.05 -10.99
N: -11.37 -5.39 -8.76
N: -9.39 -5.91 -9.86
H: -10.93 -5.30 -7.86
H: -12.37 -5.54 -8.83
H: -9.06 -6.25 -8.97
H: -8.78 -5.85 -10.66
C: -9.13 -5.07 -13.89
O: -10.24 -4.59 -13.65
N: -8.79 -6.32 -13.46
N: -8.16 -4.37 -14.54
H: -7.96 -6.76 -13.81
H: -9.53 -6.88 -13.07
H: -8.41 -3.53 -15.04
H: -7.28 -4.80 -14.75
C: -9.17 -2.10 -11.94
O: -10.54 -2.45 -11.75
C: -10.99 -1.90 -10.53
C: -12.47 -2.20 -10.36
N: -13.16 -2.43 -11.67
C: -13.18 -1.21 -12.53
C: -13.00 -1.58 -13.99
O: -12.04 -2.64 -14.17
C: -11.98 -2.97 -15.56
H: -9.08 -1.02 -12.05
H: -8.81 -2.56 -12.86
H: -8.57 -2.48 -11.11
H: -10.74 -0.83 -10.44
H: -10.43 -2.36 -9.71
H: -12.96 -1.43 -9.76
H: -12.55 -3.16 -9.85
H: -14.11 -2.52 -11.34
H: -12.51 -0.43 -12.17
H: -14.18 -0.76 -12.54
H: -12.67 -0.72 -14.57
H: -13.94 -1.90 -14.45
H: -12.10 -2.08 -16.18
H: -12.80 -3.63 -15.84
H: -11.03 -3.45 -15.77

These are the Löwdin partial charges, in e, on atoms 1 to 5: 0.518 -0.645 0.188 0.130 0.113

=====

(6)
ORCA calculation (wB97M-V/def2-TZVPD) on a cluster of 2 separate species, C10H23N2O in total.

Computed properties:
HOMO: -0.46407 hartree
ΔE to the lowest compared entry with this formula, charge and spin: 148.6 kJ/mol
total charge: +1
E_LUMO: -2.973 eV
gap between HOMO and LUMO: 9.655 eV

Positions of all 36 atoms, in Å:
N: -2.97 -0.90 0.09
C: -2.60 -0.28 -0.96
C: -1.75 -0.89 -2.11
C: -0.41 -1.53 -1.59
C: 0.13 -2.72 -2.48
C: 1.41 -3.05 -1.58
C: 1.93 -1.55 -1.40
N: 0.78 -0.61 -1.68
H: -2.62 -1.87 0.05
H: -2.91 0.79 -1.03
H: -1.47 -0.12 -2.87
H: -2.36 -1.65 -2.64
H: -0.48 -2.00 -0.59
H: -0.58 -3.58 -2.48
H: 0.37 -2.43 -3.53
H: 2.17 -3.70 -2.05
H: 0.97 -3.51 -0.68
H: 2.50 -1.40 -0.47
H: 2.73 -1.46 -2.18
H: 0.91 -0.38 -2.66
H: 0.66 0.19 -1.05
C: -1.57 1.72 2.26
C: -0.27 1.03 1.90
O: 0.62 1.82 1.11
C: 1.05 3.04 1.69
C: 1.81 2.86 3.00
H: -2.10 2.03 1.35
H: -2.22 1.04 2.82
H: -1.42 2.61 2.87
H: -0.50 0.14 1.30
H: 0.24 0.67 2.80
H: 0.21 3.72 1.82
H: 1.72 3.50 0.96
H: 1.18 2.41 3.77
H: 2.15 3.82 3.37
H: 2.67 2.21 2.85

These are the Löwdin partial charges, in e, on atoms 1 to 5: 0.114 -0.229 -0.098 -0.278 -0.113